Entry 1:
This record from the OMol25 dataset describes an isolated molecule of C12H16N4 at a distorted geometry. The level of theory is ωB97M-V/def2-TZVPD.

Output
- energy relative to the best compared isomer or geometry (same formula, charge and spin) (kcal per mole) = 82.1
- HOMO level (eV) = -8.642

Each line ends with the Löwdin charge.
Positions of all 32 atoms, in Å:
C1 4.23 -0.62 -0.42  -0.21
C2 3.16 -1.13 -1.40  -0.18
C3 2.05 -1.93 -0.72  -0.20
N1 1.51 -1.18 0.41  -0.15
C4 0.19 -1.65 0.81  -0.33
C5 -0.39 -0.77 1.92  -0.18
C6 0.07 0.55 2.10  -0.04
C7 -0.34 1.22 3.25  -0.08
C8 -1.27 0.61 4.11  -0.10
C9 -1.92 -0.57 3.74  -0.08
C10 -1.51 -1.25 2.59  -0.04
C11 2.53 -0.99 1.43  -0.20
C12 3.64 -0.08 0.88  -0.18
H1 4.95 -1.42 -0.21  0.11
H2 4.81 0.17 -0.91  0.11
H3 2.71 -0.26 -1.92  0.12
H4 3.63 -1.78 -2.15  0.11
H5 1.26 -2.15 -1.44  0.11
H6 2.45 -2.89 -0.35  0.12
H7 0.32 -2.66 1.29  0.16
H8 0.76 1.02 1.40  0.11
H9 0.12 2.18 3.51  0.11
H10 -1.56 1.12 5.03  0.10
H11 -2.70 -1.03 4.36  0.10
H12 -1.98 -2.16 2.23  0.11
H13 2.09 -0.52 2.32  0.11
H14 2.95 -1.96 1.71  0.13
H15 4.44 -0.03 1.63  0.11
H16 3.26 0.95 0.72  0.11
N2 -0.60 -1.46 -0.33  0.10
N3 -1.42 -2.25 -0.83  -0.17
N4 -2.19 -2.70 -1.57  0.19


Entry 2:
This record from the OMol25 dataset describes C12H16N6O3 as an isolated structure at a distorted geometry. The level of theory is ωB97M-V/def2-TZVPD.

Output
- energy relative to the best compared isomer or geometry (same formula, charge and spin) (kcal per mole) = 210.7
- HOMO level (eV) = -7.561

Each line ends with the Löwdin charge.
Positions of all 37 atoms, in Å:
C1 -1.61 1.33 -2.04  -0.16
C2 -1.43 0.51 -0.78  -0.17
N1 -0.03 0.36 -0.47  0.06
C3 0.80 1.34 -0.73  -0.23
C4 2.26 1.44 -0.32  -0.05
C5 2.66 2.85 -0.79  -0.14
C6 1.46 3.43 -1.54  -0.14
N2 0.45 2.41 -1.42  -0.07
C7 -0.85 2.64 -1.97  -0.15
H1 -1.23 0.76 -2.89  0.13
H2 -2.66 1.54 -2.21  0.12
H3 -1.96 1.02 0.05  0.14
H4 -1.87 -0.48 -0.89  0.12
H5 2.38 1.31 0.77  0.13
H6 2.86 0.67 -0.81  0.13
H7 2.89 3.51 0.05  0.11
H8 3.53 2.84 -1.45  0.11
H9 1.09 4.38 -1.13  0.13
H10 1.67 3.62 -2.61  0.13
H11 -0.73 3.09 -2.96  0.13
H12 -1.40 3.37 -1.35  0.14
C8 -1.84 -1.56 4.23  -0.06
O1 -1.82 -2.85 3.55  -0.04
C9 -1.16 -2.89 2.40  -0.42
N3 -0.99 -4.11 1.87  0.19
C10 -0.29 -4.13 0.74  -0.29
N4 0.15 -5.23 0.03  0.09
O2 0.93 -4.72 -0.98  -0.01
N5 0.98 -3.22 -0.90  -0.15
O3 1.68 -2.64 -1.70  0.03
C11 0.18 -2.88 0.16  -0.11
C12 -0.07 -1.66 0.76  -0.08
N6 -0.74 -1.71 1.90  0.12
H13 -2.58 -1.69 5.01  0.08
H14 -0.86 -1.36 4.67  0.09
H15 -2.12 -0.76 3.55  0.08
H16 0.26 -0.50 0.19  -0.01


Entry 3:
This record from the OMol25 dataset describes a 3-piece molecular cluster, C12H16O6 overall at a distorted geometry. The level of theory is ωB97M-V/def2-TZVPD.

Output
- energy relative to the best compared isomer or geometry (same formula, charge and spin) (kcal per mole) = 133.0
- HOMO level (eV) = -8.713
- SMILES = O=C1C=C(O)C(=O)C=C1O.CC(C)=O.CC(C)=O

Each line ends with the Löwdin charge.
Positions of all 34 atoms, in Å:
C1 -2.06 0.69 2.93  0.12
C2 -0.98 0.08 2.03  -0.18
C3 -0.35 -1.18 2.37  -0.30
O1 0.60 -1.68 1.68  0.05
C4 -0.59 -1.73 3.76  0.09
C5 -1.67 -1.16 4.67  -0.07
C6 -2.38 0.15 4.24  -0.42
O2 -3.04 0.68 5.04  0.15
O3 -1.96 -1.73 5.92  0.08
O4 -0.76 0.54 0.81  0.06
H1 -2.45 1.55 2.61  0.06
H2 -0.03 -2.61 3.96  0.08
H3 -1.42 -2.26 6.43  0.07
H4 -0.13 0.18 0.10  0.09
C7 2.35 -1.83 -2.20  0.01
C8 1.76 -0.95 -1.15  -0.47
O5 0.62 -0.88 -0.86  0.07
C9 2.68 0.16 -0.68  0.01
H5 2.88 -2.42 -1.63  0.03
H6 2.82 -1.23 -3.17  0.18
H7 1.55 -2.40 -2.56  0.06
H8 3.20 0.68 -1.43  0.07
H9 3.36 -0.19 -0.10  0.02
H10 2.15 1.08 -0.26  0.12
C10 -1.07 0.50 -3.87  0.01
C11 -0.91 2.01 -3.53  -0.40
O6 -1.57 2.79 -4.23  0.03
C12 0.03 2.49 -2.41  0.02
H11 -1.92 0.42 -4.46  0.06
H12 -1.36 0.15 -2.93  0.06
H13 -0.21 0.13 -4.27  0.05
H14 1.05 2.33 -2.92  0.13
H15 -0.12 2.15 -1.52  -0.01
H16 -0.06 3.52 -2.38  0.06


Entry 4:
This record from the OMol25 dataset describes an isolated molecule of C12H16O7. The level of theory is ωB97M-V/def2-TZVPD.

Output
- energy relative to the best compared isomer or geometry (same formula, charge and spin) (kcal per mole) = 3.1
- HOMO level (eV) = -8.538
- SMILES = OC[C@H]1O[C@@H](Oc2ccc(O)cc2)[C@H](O)[C@@H](O)[C@@H]1O

Each line ends with the Löwdin charge.
Positions of all 35 atoms, in Å:
O1 1.51 -0.84 1.63  -0.03
C1 1.24 -2.14 1.20  -0.19
H1 0.67 -2.70 1.96  0.13
C2 0.44 -2.16 -0.11  -0.22
C3 1.26 -1.53 -1.24  -0.28
O2 2.32 -2.42 -1.49  0.01
H2 2.86 -2.05 -2.20  0.11
C4 0.43 -1.28 -2.52  -0.25
O3 0.94 -0.18 -3.22  0.00
H3 0.77 0.61 -2.69  0.09
C5 -1.08 -1.11 -2.23  -0.24
O4 -1.81 -2.29 -2.37  0.02
H4 -1.66 -2.85 -1.60  0.10
C6 -1.23 -0.55 -0.81  -0.30
O5 -0.52 0.66 -0.77  0.01
C7 -0.60 1.45 0.36  -0.25
C8 0.09 2.66 0.30  0.01
C9 0.07 3.52 1.38  -0.01
C10 -0.62 3.19 2.53  -0.32
C11 -1.30 1.98 2.59  0.00
C12 -1.29 1.11 1.52  -0.02
H5 -1.82 0.18 1.59  0.12
H6 -1.84 1.73 3.49  0.12
O6 -0.66 4.01 3.62  0.05
H7 -0.14 4.80 3.45  0.11
H8 0.61 4.46 1.32  0.12
H9 0.62 2.91 -0.60  0.12
O7 -0.80 -1.49 0.14  -0.03
H10 -2.29 -0.38 -0.57  0.18
H11 -1.49 -0.40 -2.95  0.17
H12 0.55 -2.14 -3.19  0.17
H13 1.65 -0.57 -0.88  0.16
H14 0.23 -3.21 -0.38  0.16
H15 2.20 -2.63 1.03  0.13
H16 0.67 -0.37 1.73  0.07